{
  "formula": "C48H92N16O12P4",
  "method": "ωB97M-V with the def2-TZVPD basis set",
  "e_tot_ha": -5028.19521,
  "total_charge": 0,
  "relative_energy_kcal_mol": 150.7,
  "smiles": "CN(C)P(=O)(N(C)C)N(C)C.CN(C)P(=O)(N(C)C)N(C)C.CN(C)P(=O)(N(C)C)N(C)C.CN(C)P(=O)(N(C)C)N(C)C.O=[N+]([O-])c1ccccc1.O=[N+]([O-])c1ccccc1.O=[N+]([O-])c1ccccc1.O=[N+]([O-])c1ccccc1",
  "species": ["C", "N", "C", "P", "O", "N", "C", "C", "N", "C", "C", "H", "H", "H", "H", "H", "H", "H", "H", "H", "H", "H", "H", "H", "H", "H", "H", "H", "H", "C", "N", "C", "P", "O", "N", "C", "C", "N", "C", "C", "H", "H", "H", "H", "H", "H", "H", "H", "H", "H", "H", "H", "H", "H", "H", "H", "H", "H", "C", "N", "C", "P", "O", "N", "C", "C", "N", "C", "C", "H", "H", "H", "H", "H", "H", "H", "H", "H", "H", "H", "H", "H", "H", "H", "H", "H", "H", "C", "N", "C", "P", "O", "N", "C", "C", "N", "C", "C", "H", "H", "H", "H", "H", "H", "H", "H", "H", "H", "H", "H", "H", "H", "H", "H", "H", "H", "O", "N", "O", "C", "C", "C", "C", "C", "C", "H", "H", "H", "H", "H", "O", "N", "O", "C", "C", "C", "C", "C", "C", "H", "H", "H", "H", "H", "O", "N", "O", "C", "C", "C", "C", "C", "C", "H", "H", "H", "H", "H", "O", "N", "O", "C", "C", "C", "C", "C", "C", "H", "H", "H", "H", "H"],
  "xyz": [[-3.320, 2.839, -0.029], [-2.804, 1.451, -0.338], [-1.376, 1.214, -0.220], [-3.873, 0.111, -0.598], [-5.297, 0.511, -0.891], [-3.067, -0.921, -1.685], [-3.872, -1.418, -2.872], [-1.829, -1.580, -1.454], [-3.799, -0.710, 0.974], [-3.844, 0.149, 2.184], [-4.378, -2.020, 0.981], [-2.747, 3.232, 0.810], [-4.374, 2.764, 0.237], [-3.286, 3.561, -0.845], [-0.837, 1.181, -1.166], [-1.131, 0.315, 0.347], [-0.900, 2.000, 0.366], [-3.244, -1.605, -3.743], [-4.381, -2.345, -2.606], [-4.502, -0.563, -3.115], [-0.955, -1.020, -1.787], [-1.714, -1.816, -0.397], [-1.822, -2.588, -1.867], [-3.586, -0.423, 3.075], [-3.007, 0.839, 2.077], [-4.801, 0.671, 2.159], [-3.750, -2.711, 1.543], [-4.756, -2.318, 0.003], [-5.268, -1.984, 1.610], [5.940, -0.728, 3.481], [6.745, -1.243, 2.393], [6.597, -0.528, 1.096], [7.074, -2.902, 2.237], [5.853, -3.684, 1.949], [8.306, -3.042, 1.080], [9.548, -2.200, 1.240], [8.598, -4.328, 0.419], [7.817, -3.424, 3.719], [8.806, -2.557, 4.418], [8.041, -4.877, 3.888], [5.777, 0.348, 3.426], [6.262, -0.812, 4.519], [4.947, -1.171, 3.409], [7.489, -0.554, 0.470], [6.261, 0.492, 1.278], [5.906, -1.022, 0.413], [9.292, -1.172, 1.496], [10.186, -2.594, 2.032], [10.173, -2.267, 0.349], [7.643, -4.781, 0.153], [9.356, -4.187, -0.351], [8.988, -4.945, 1.229], [8.736, -2.874, 5.458], [9.844, -2.774, 4.164], [8.573, -1.493, 4.452], [8.261, -5.110, 4.930], [8.983, -5.070, 3.374], [7.212, -5.477, 3.513], [3.087, 10.981, 2.408], [1.678, 11.463, 2.186], [1.506, 12.876, 1.896], [0.438, 10.266, 2.171], [0.891, 8.986, 2.840], [-0.998, 10.999, 2.798], [-2.271, 10.396, 2.594], [-0.973, 11.952, 3.971], [-0.010, 10.065, 0.480], [-0.427, 11.271, -0.224], [0.595, 9.022, -0.389], [3.788, 11.816, 2.412], [3.415, 10.338, 1.591], [3.153, 10.241, 3.207], [1.971, 13.488, 2.669], [0.479, 13.204, 1.736], [2.143, 13.039, 1.027], [-2.452, 10.090, 1.563], [-2.454, 9.584, 3.298], [-3.028, 11.173, 2.697], [-1.673, 12.768, 3.789], [-1.366, 11.495, 4.879], [-0.004, 12.300, 4.329], [-0.820, 10.985, -1.200], [-1.116, 11.868, 0.374], [0.358, 12.007, -0.402], [1.219, 9.506, -1.141], [-0.203, 8.390, -0.779], [1.054, 8.318, 0.304], [5.939, -3.173, -8.894], [4.921, -2.074, -9.120], [5.448, -0.997, -9.907], [3.973, -1.557, -7.746], [4.747, -0.680, -6.762], [2.549, -0.839, -8.449], [1.997, -1.338, -9.742], [1.605, 0.015, -7.730], [3.411, -3.063, -7.001], [4.067, -3.624, -5.818], [2.365, -3.929, -7.586], [6.196, -3.704, -9.811], [5.489, -3.947, -8.272], [6.842, -2.853, -8.373], [4.678, -0.230, -9.984], [5.841, -1.233, -10.896], [6.273, -0.457, -9.441], [1.039, -1.846, -9.636], [1.942, -0.465, -10.392], [2.654, -2.088, -10.182], [1.174, 0.754, -8.405], [0.804, -0.569, -7.278], [2.123, 0.537, -6.925], [4.519, -2.882, -5.158], [3.246, -3.932, -5.170], [4.704, -4.448, -6.137], [2.014, -4.714, -6.916], [2.550, -4.378, -8.562], [1.433, -3.425, -7.844], [-4.751, 7.741, -5.628], [-5.663, 6.900, -5.442], [-5.721, 5.774, -5.897], [-6.787, 7.374, -4.643], [-7.748, 6.511, -4.129], [-8.880, 6.991, -3.491], [-9.035, 8.366, -3.233], [-8.026, 9.267, -3.556], [-6.901, 8.752, -4.285], [-7.668, 5.435, -4.170], [-9.640, 6.276, -3.215], [-9.982, 8.757, -2.890], [-8.123, 10.317, -3.320], [-6.193, 9.453, -4.701], [-1.512, -1.084, 8.861], [-1.219, -1.982, 9.651], [-1.696, -2.012, 10.776], [-0.234, -2.985, 9.144], [0.248, -2.939, 7.828], [1.099, -3.890, 7.343], [1.623, -4.899, 8.144], [1.239, -4.887, 9.522], [0.329, -3.970, 9.988], [-0.161, -2.212, 7.142], [1.284, -4.021, 6.287], [2.197, -5.679, 7.664], [1.696, -5.578, 10.216], [0.118, -4.072, 11.043], [-7.946, -5.883, 9.647], [-8.069, -6.299, 8.491], [-9.107, -6.235, 7.857], [-6.885, -6.856, 7.807], [-5.613, -6.973, 8.414], [-4.543, -7.578, 7.673], [-4.823, -8.151, 6.432], [-6.076, -8.066, 5.824], [-7.092, -7.435, 6.516], [-5.378, -6.561, 9.384], [-3.585, -7.723, 8.150], [-4.008, -8.547, 5.845], [-6.249, -8.401, 4.812], [-8.052, -7.263, 6.053], [-6.929, -10.175, -1.380], [-6.622, -9.795, -2.478], [-7.386, -9.519, -3.391], [-5.152, -9.684, -2.866], [-4.741, -9.027, -4.003], [-3.416, -9.009, -4.475], [-2.385, -9.696, -3.723], [-2.748, -10.308, -2.526], [-4.085, -10.208, -2.108], [-5.470, -8.536, -4.631], [-3.162, -8.413, -5.339], [-1.321, -9.647, -3.901], [-1.966, -10.729, -1.910], [-4.302, -10.575, -1.116]]
}